The following is a DFT calculation (the ωB97M-V functional and the def2-TZVPD basis) of the molecule C5H8N2 at a distorted geometry.

Each line ends with the natural charge from an NBO analysis.
Atoms and positions in Å:
C 2.33 -0.88 0.01  -0.701
C 1.03 -0.23 -0.25  0.284
C -0.18 -0.68 -0.49  -0.354
C -1.29 0.15 -0.14  -0.012
N -2.61 -0.26 -0.38  -0.808
C -0.94 1.39 0.34  -0.028
N 0.38 1.53 0.50  -0.678
H 2.50 -0.83 1.08  0.241
H 2.38 -1.93 -0.31  0.245
H 3.08 -0.30 -0.51  0.225
H 0.21 -1.47 -1.25  0.277
H -3.19 0.14 0.34  0.360
H -2.67 -1.26 -0.33  0.362
H -1.68 2.18 0.56  0.203
H 0.65 2.46 0.83  0.384

Properties
ΔE to the lowest compared entry with this formula, charge and spin = 98.2 kcal/mol
HOMO-LUMO gap = 7.18 eV
E = -304.67902 hartree
HOMO level = -6.4 eV